Computed, not measured: 2 unconnected molecules or ions with the total composition C3H9N3O2 at a distorted geometry, with wB97M-V/def2-TZVPD.

CARTESIAN COORDINATES (ANGSTROEM)
C: -0.7461 0.9525 -1.4903
C: -2.0652 0.3682 0.4101
O: -1.6488 -0.8852 0.6549
N: -1.7082 1.2099 -0.4488
H: -0.8408 -1.1093 0.1522
H: -2.8655 0.6439 1.0902
H: 0.0960 0.2901 -1.2508
H: -0.3133 1.9149 -1.7764
H: -1.2453 0.4939 -2.3508
N: 0.7955 0.9027 1.6279
C: 2.1380 -1.7312 -0.2516
O: 1.6511 0.0151 1.0499
N: 1.1412 -1.2315 0.3058
H: 0.1812 0.4539 2.2999
H: 0.3069 1.4830 0.9525
H: 3.1016 -1.2546 0.0110
H: 2.0217 -2.5164 -0.9855

Cartesian forces, eV/Å:
C 0.427 -0.152 -0.155
C -0.358 -0.049 0.054
O 0.056 -0.141 -0.227
N -0.201 0.290 -0.032
H 0.025 0.084 0.234
H 0.015 -0.045 0.140
H -0.157 0.038 0.230
H -0.107 -0.183 -0.235
H -0.004 0.251 -0.029
N -0.358 -0.161 0.184
C 1.170 0.770 0.383
O 1.071 -1.348 -0.454
N -1.287 1.810 0.441
H -0.023 0.010 -0.198
H -0.127 -0.411 -0.055
H -0.146 -0.474 -0.580
H 0.002 -0.287 0.299

Properties
- lowest unoccupied orbital energy (eV) = 0.82
- 2S+1 = 1
- molar mass (g mol⁻¹) = 119.12
- max |F| (eV/A) = 2.264
- SMILES = C/N=C\O.C=NON
- charge = 0

=====

Computed, not measured: a molecular structure, C3H9N3O2 at a distorted geometry, with wB97M-V/def2-TZVPD.

CARTESIAN COORDINATES (ANGSTROEM)
C: 1.9731 -1.6369 1.9351
C: -0.9111 1.3863 -2.1633
N: -0.9753 1.3678 -0.7158
C: -0.4496 -0.0256 0.0502
N: -1.2254 -1.0722 -0.2915
O: 0.6814 -1.4256 1.4437
O: -0.4225 2.5407 -0.2246
N: 0.5917 0.1491 0.7086
H: -0.2824 2.3400 0.7210
H: -2.2032 -0.8371 -0.3907
H: -1.0180 -1.8546 0.3243
H: 2.7313 -1.5562 1.1434
H: 2.2093 -0.9270 2.7391
H: 2.0276 -2.6524 2.3569
H: 0.1221 1.4092 -2.5221
H: -1.4302 0.5150 -2.5671
H: -1.4188 2.2794 -2.5473

Cartesian forces, eV/Å:
C 0.547 0.452 0.072
C 0.494 -0.124 -0.049
N -1.123 -3.639 1.553
C -1.400 4.202 -3.685
N 0.063 -0.267 0.656
O -0.435 2.417 -1.123
O 1.003 0.072 0.784
N 1.118 -3.401 2.325
H -0.028 0.350 -0.411
H 0.080 -0.004 -0.051
H -0.202 -0.042 -0.274
H -0.112 0.004 0.153
H 0.061 -0.092 -0.135
H -0.298 0.217 -0.199
H 0.058 -0.039 -0.138
H 0.143 0.022 0.173
H 0.033 -0.127 0.351

Properties
- lowest unoccupied orbital energy (eV) = 0.59
- 2S+1 = 1
- molar mass (g mol⁻¹) = 119.12
- max |F| (eV/A) = 5.762
- charge = 0

=====

Computed, not measured: a molecular structure, C3H9N3O2 at a distorted geometry, with wB97M-V/def2-TZVPD.

CARTESIAN COORDINATES (ANGSTROEM)
C: -0.2492 0.4012 1.9713
C: 0.4874 -1.2683 -0.8957
C: -0.1441 0.7492 0.4465
N: -0.4396 0.3509 -2.7786
N: -0.6123 -0.3068 -0.4578
N: -1.1786 0.6688 -1.8463
O: -2.0140 1.4567 -1.4807
O: -0.6304 1.0147 -3.9491
H: -1.2946 0.5733 2.4282
H: 0.0211 -0.6783 2.1413
H: 0.3801 1.0198 2.5932
H: 0.7498 -1.4309 0.1143
H: 0.0185 -2.0252 -1.5870
H: 1.2570 -0.7467 -1.4998
H: -0.9015 1.4234 0.2638
H: 0.8406 1.0649 0.0773
H: -0.3009 0.5236 -4.6387

Cartesian forces, eV/Å:
C -1.154 -1.161 -0.040
C -2.357 2.329 -1.698
C 0.564 -1.752 0.335
N 0.435 -0.903 -0.620
N -0.270 -0.052 -2.402
N 1.834 -2.060 3.838
O -0.453 0.617 -1.534
O -2.469 3.384 2.142
H 1.389 -0.439 -1.196
H -0.223 1.049 0.019
H 0.542 0.182 -0.131
H 1.134 -1.705 0.730
H 0.663 0.281 1.448
H -0.078 -0.226 0.676
H -1.074 2.373 -0.160
H 0.021 0.364 0.638
H 1.496 -2.279 -2.047

Properties
- lowest unoccupied orbital energy (eV) = 0.80
- 2S+1 = 1
- molar mass (g mol⁻¹) = 119.12
- max |F| (eV/A) = 4.727
- charge = 0

=====

Computed, not measured: 2 unconnected molecules or ions with the total composition C3H9N3O2 at a distorted geometry, with wB97M-V/def2-TZVPD.

CARTESIAN COORDINATES (ANGSTROEM)
C: -0.0253 -1.7178 -0.4514
N: 1.1952 -1.8852 0.1124
N: 0.0315 -1.2877 -1.7380
O: -1.0702 -2.0595 0.0995
H: 0.6583 -0.5072 -1.8942
H: 1.1851 -2.3807 0.9941
H: 1.9763 -2.0265 -0.5113
H: -0.8844 -1.1486 -2.1452
N: -1.0022 1.1374 1.9871
C: 0.4573 1.4537 0.0871
C: -0.7464 1.4808 0.6879
O: 0.7231 2.0044 -1.1411
H: 0.0186 2.6395 -1.3579
H: -1.9501 0.7964 2.1362
H: -0.3172 0.4917 2.3750
H: 1.3549 1.0800 0.5659
H: -1.6044 1.9292 0.1938

Cartesian forces, eV/Å:
C -1.455 -1.324 0.512
N 0.779 0.065 0.710
N -0.103 0.788 -1.046
O 0.623 0.471 -0.130
H -0.065 -0.084 -0.146
H 0.128 0.075 -0.301
H -0.079 -0.022 0.277
H 0.150 0.060 0.151
N -0.299 -0.825 1.406
C -0.940 0.195 0.986
C 1.012 0.581 -1.444
O -0.298 0.393 -0.715
H 0.398 -0.366 0.055
H 0.482 -0.026 -0.038
H -0.339 0.185 -0.010
H -0.123 -0.139 -0.020
H 0.128 -0.026 -0.247

Properties
- lowest unoccupied orbital energy (eV) = 0.82
- 2S+1 = 1
- molar mass (g mol⁻¹) = 119.12
- max |F| (eV/A) = 2.033
- SMILES = N/C=C/O.NC(N)=O
- charge = 0